Entry 1:
{"formula": "C6H10N", "method": "ωB97M-V/def2-TZVPD", "gap_ev": [7.284, 7.773], "homo_ev": [-13.1, -13.6], "e_lumo_ha": [-0.2138, -0.2137], "mol_weight_g_mol": 96.15, "charge": 1, "elements": ["C", "C", "C", "C", "C", "C", "N", "H", "H", "H", "H", "H", "H", "H", "H", "H", "H"], "xyz": [[1.9849, -0.0515, -0.4754], [1.0119, 0.8194, -1.1007], [1.1770, -0.9878, 0.1224], [-0.2542, 0.6310, -0.5483], [-1.4902, 0.7812, -0.9318], [0.1696, 0.0345, 2.0317], [-0.1390, -0.4041, 0.6294], [3.0404, -0.0374, -0.7167], [1.1099, 1.1822, -2.1428], [-1.1640, -1.7413, -1.6935], [-2.3572, 0.6993, -0.4405], [-1.3031, -1.6606, -0.7661], [-1.7008, 1.4498, -1.7373], [0.5669, -0.7684, 2.5920], [0.8804, 0.8902, 2.0347], [-0.7693, 0.3154, 2.4671], [-0.7631, -1.1519, 0.6758]], "nbo_charge": [-0.313, -0.069, 0.228, 0.088, -0.282, -0.417, -0.449, 0.284, 0.276, 0.104, 0.229, -0.095, 0.240, 0.249, 0.245, 0.237, 0.445]}


Entry 2:
{"formula": "C10H14BN", "method": "ωB97M-V/def2-TZVPD", "gap_ev": 8.406, "homo_ev": -7.7, "e_lumo_ha": 0.0263, "mol_weight_g_mol": 159.04, "charge": 0, "elements": ["B", "C", "C", "C", "C", "C", "C", "C", "C", "C", "C", "N", "H", "H", "H", "H", "H", "H", "H", "H", "H", "H", "H", "H", "H", "H"], "xyz": [[-0.5774, -0.2058, 0.2171], [3.7531, -0.4557, -0.0031], [3.0073, -0.1618, -1.1335], [3.1024, -0.6933, 1.1981], [1.6307, -0.0793, -1.0562], [1.7243, -0.6217, 1.2715], [0.9540, -0.2889, 0.1518], [-1.3896, -3.4153, -0.4750], [-1.6441, -2.4664, 0.3831], [-2.9056, 0.6671, 0.1863], [-1.0671, 2.2154, 0.0776], [-1.4662, 0.8229, 0.1644], [4.8311, -0.5078, -0.0549], [3.5060, 0.0100, -2.0783], [3.6739, -0.9390, 2.0826], [1.0571, 0.1538, -1.9438], [1.2246, -0.8185, 2.2094], [-1.8336, -4.4035, -0.3900], [-0.7221, -3.2816, -1.3100], [-2.2770, -2.5373, 1.2490], [-3.3365, 1.2176, 1.0310], [-3.3440, 1.0573, -0.7385], [-3.1536, -0.3906, 0.2770], [-1.4556, 2.7774, 0.9314], [0.0173, 2.2894, 0.0679], [-1.4642, 2.6667, -0.8372]], "nbo_charge": [0.975, -0.208, -0.203, -0.230, -0.189, -0.116, -0.473, -0.485, -0.363, -0.394, -0.398, -0.728, 0.213, 0.212, 0.212, 0.208, 0.204, 0.183, 0.189, 0.164, 0.189, 0.191, 0.239, 0.195, 0.219, 0.194]}


Energy relative to the best compared isomer or geometry (same formula, charge and spin): 6.4444 2.3892 (eV)
E_tot: -288.84614 -468.96117 (Ha)